Version a
{"formula": "C3H7NO2S", "method": "ωB97M-V/def2-TZVPD", "lumo_ev": 0.18, "smiles": "CS/C(CO)=N\\O", "homo_energy_ev": -9.28, "homo_lumo_gap_ev": 9.47, "elements": ["C", "S", "C", "C", "O", "N", "O", "H", "H", "H", "H", "H", "H", "H"], "positions_angstrom": [[1.84133, 0.85581, -0.80545], [1.05492, -0.09443, 0.58294], [-0.67051, -0.39880, 0.25269], [-1.44517, 1.06086, 0.22805], [-0.72800, 2.10827, -0.16000], [-1.18365, -1.43562, -0.17202], [-0.36731, -2.53397, -0.35672], [2.62225, 1.90715, -0.61304], [2.25583, -0.02441, -1.54795], [0.86932, 1.50154, -1.17537], [-2.52715, 1.05149, -0.25582], [-1.71354, 1.10898, 1.19654], [-0.25446, 2.40658, 0.80392], [0.56307, -2.09270, -0.44926]]}

---

Version b
{"formula": "C3H7NO2S", "method": "ωB97M-V/def2-TZVPD", "lumo_ev": 0.51, "smiles": "C[C@](O)(S)C(N)=O", "homo_energy_ev": -9.56, "homo_lumo_gap_ev": 10.07, "elements": ["C", "C", "O", "S", "C", "N", "O", "H", "H", "H", "H", "H", "H", "H"], "positions_angstrom": [[1.05464, -0.13882, 1.25366], [-0.34819, -0.18185, 0.49964], [-1.66501, 0.18289, 1.53906], [-0.50428, -1.90561, -0.16128], [-0.37030, 0.68679, -0.73822], [0.60871, 0.36073, -1.59529], [-1.25910, 1.52464, -0.91752], [1.44862, -1.09218, 1.52942], [1.74764, 0.29324, 0.47063], [0.97826, 0.58047, 2.19294], [-2.37319, 0.58164, 1.00308], [-1.33037, -1.53218, -1.14492], [1.32640, -0.31173, -1.41337], [0.68617, 0.95197, -2.51782]]}

---

Version c
{"formula": "C3H7NO2S", "method": "ωB97M-V/def2-TZVPD", "lumo_ev": 0.68, "smiles": "N[C@H](CS)C(=O)O", "homo_energy_ev": -9.21, "homo_lumo_gap_ev": 9.89, "elements": ["N", "C", "C", "S", "C", "O", "O", "H", "H", "H", "H", "H", "H", "H"], "positions_angstrom": [[-0.55282, -0.92531, -1.37569], [-0.46767, -0.46731, 0.02783], [0.27393, 0.91045, -0.04558], [-0.60613, 2.22151, -0.88262], [0.38590, -1.34793, 0.85124], [1.29238, -2.04050, 0.47353], [0.27660, -1.00822, 2.16351], [-1.31033, -1.58248, -1.38299], [-0.32131, -0.33247, -2.14547], [-1.45875, -0.26868, 0.42865], [1.26303, 0.83847, -0.50107], [0.51841, 1.10605, 1.02716], [0.21065, 2.35407, -1.90038], [0.98206, -1.42864, 2.67684]]}

---

version c ends up most stable, edging out the next structure by 0.983 eV.

---

Version a
{"formula": "C3H8O2", "method": "ωB97M-V/def2-TZVPD", "lumo_ev": 0.83, "smiles": "CC=O.CO", "homo_energy_ev": -9.82, "homo_lumo_gap_ev": 10.65, "elements": ["C", "C", "O", "H", "H", "H", "H", "C", "O", "H", "H", "H", "H"], "positions_angstrom": [[-2.00012, 0.58245, 0.62169], [-1.08637, 1.34584, -0.30924], [-0.16911, 0.84614, -0.91046], [-2.86251, 0.35724, 0.00477], [-1.47066, -0.30532, 0.95724], [-2.28209, 1.18017, 1.48758], [-1.44041, 2.35249, -0.58554], [1.94271, -1.40937, -0.28482], [2.06384, -0.24336, 0.48671], [2.87201, -1.96657, -0.21137], [1.75388, -1.19648, -1.33923], [1.08630, -2.02943, 0.00498], [1.59252, 0.48620, 0.07768]]}

---

Version b
{"formula": "C3H8O2", "method": "ωB97M-V/def2-TZVPD", "lumo_ev": 0.92, "smiles": "OCCCO", "homo_energy_ev": -10.19, "homo_lumo_gap_ev": 11.11, "elements": ["O", "C", "C", "C", "O", "H", "H", "H", "H", "H", "H", "H", "H"], "positions_angstrom": [[2.22732, -0.23367, -0.15968], [1.03548, -0.14956, 0.53595], [-0.02039, 0.74314, -0.32989], [-1.47980, 0.52493, 0.26958], [-1.76691, -0.85896, -0.24304], [2.18709, 0.21019, -1.04152], [1.27522, 0.13639, 1.60774], [0.35126, -1.10426, 0.68994], [-0.20176, 0.24196, -1.16651], [0.30828, 1.74988, -0.58484], [-2.19075, 1.19295, -0.19269], [-1.75162, 0.87232, 1.29401], [-0.87273, -1.26947, -0.23825]]}

---

Version c
{"formula": "C3H8O2", "method": "ωB97M-V/def2-TZVPD", "lumo_ev": 0.97, "smiles": "COCCO", "homo_energy_ev": -9.60, "homo_lumo_gap_ev": 10.57, "elements": ["C", "O", "C", "C", "O", "H", "H", "H", "H", "H", "H", "H", "H"], "positions_angstrom": [[0.54954, -0.24324, 1.76877], [0.76375, -0.43933, 0.53442], [-0.33019, -0.85829, -0.32695], [-0.97999, 0.41921, -0.77286], [-0.01232, 1.09464, -1.49273], [1.64478, 0.21540, 2.02475], [-0.37454, 0.52035, 2.00199], [0.33843, -1.23866, 2.37794], [0.14710, -1.25975, -1.17873], [-0.87933, -1.62626, 0.23348], [-1.06672, 0.84779, 0.36324], [-1.93281, 0.15894, -1.30746], [0.67555, 1.23365, -0.86242]]}

---

version a ends up most stable, edging out the next structure by 1.400 eV.

---

Version a
{"formula": "C3H8O2", "method": "ωB97M-V/def2-TZVPD", "lumo_ev": 0.53, "smiles": "CC(C)=O.O", "homo_energy_ev": -9.79, "homo_lumo_gap_ev": 10.32, "elements": ["C", "C", "C", "O", "H", "H", "H", "H", "H", "H", "O", "H", "H"], "positions_angstrom": [[0.00000, 0.00000, 0.00000], [0.13237, 0.62973, -1.37902], [0.14479, 2.15281, -1.40535], [0.42011, -0.06442, -2.32478], [1.00083, -0.02616, 0.46288], [-0.44992, -1.00406, 0.07772], [-0.62868, 0.71164, 0.56120], [0.22668, 2.51591, -2.44365], [1.00976, 2.52726, -0.83245], [-0.77674, 2.56437, -0.96037], [-3.20015, 3.83414, -1.03863], [-3.28277, 3.08515, -0.40582], [-2.72923, 3.45297, -1.81400]]}

---

Version b
{"formula": "C3H8O2", "method": "ωB97M-V/def2-TZVPD", "lumo_ev": 0.64, "smiles": "C=CO.CO", "homo_energy_ev": -8.72, "homo_lumo_gap_ev": 9.36, "elements": ["C", "C", "O", "H", "H", "H", "H", "C", "O", "H", "H", "H", "H"], "positions_angstrom": [[-1.75601, -0.22588, 1.28308], [-0.55171, -0.46274, 1.98451], [0.62426, -0.96726, 1.37786], [-2.71030, -0.29584, 1.74810], [-1.85118, -0.11362, 0.19500], [-0.62860, -0.14181, 3.03630], [1.37325, -0.81434, 1.98929], [1.02318, 0.58220, -2.31162], [0.07831, 0.46967, -1.18466], [0.74909, 1.40497, -2.88358], [1.99989, 0.70840, -1.79496], [0.93272, -0.40999, -2.93885], [0.71710, 0.26623, -0.50047]]}

---

version a ends up most stable, edging out the next structure by 2.235 eV.

---

Version a
{"formula": "C3H8O2", "method": "ωB97M-V/def2-TZVPD", "lumo_ev": 0.83, "smiles": "C[C@@H](O)CO", "homo_energy_ev": -10.11, "homo_lumo_gap_ev": 10.94, "elements": ["C", "C", "O", "C", "O", "H", "H", "H", "H", "H", "H", "H", "H"], "positions_angstrom": [[-1.59808, 0.23603, 0.28741], [-0.29430, -0.45259, -0.08695], [-0.21654, -0.49137, -1.49915], [0.92876, 0.28389, 0.44305], [2.08317, -0.38053, -0.05955], [-1.47262, 1.31882, 0.39032], [-2.00699, -0.15023, 1.22158], [-2.32256, 0.05269, -0.50804], [-0.28051, -1.47808, 0.31829], [0.66938, -0.83005, -1.69357], [0.89028, 1.32224, 0.08807], [0.94541, 0.29484, 1.54154], [2.67459, 0.27433, -0.44299]]}

---

Version b
{"formula": "C3H8O2", "method": "ωB97M-V/def2-TZVPD", "lumo_ev": 0.92, "smiles": "C=O.CCO", "homo_energy_ev": -9.98, "homo_lumo_gap_ev": 10.90, "elements": ["C", "O", "H", "H", "C", "C", "O", "H", "H", "H", "H", "H", "H"], "positions_angstrom": [[2.40941, -0.95536, 0.06370], [1.69415, -1.20144, -0.87596], [2.12285, -0.17897, 0.78517], [3.36380, -1.49394, 0.07648], [-1.65656, -0.05894, -0.47526], [-0.61531, 1.02378, -0.08113], [-0.05570, 0.93484, 1.24114], [-1.44549, -0.96525, 0.11783], [-1.71462, -0.39723, -1.50159], [-2.63182, 0.26049, -0.09374], [0.18485, 0.89368, -0.80561], [-1.17427, 1.95576, -0.07569], [-0.48130, 0.18259, 1.62464]]}

---

Version c
{"formula": "C3H8O2", "method": "ωB97M-V/def2-TZVPD", "lumo_ev": 0.79, "smiles": "O=CO.CC", "homo_energy_ev": -11.07, "homo_lumo_gap_ev": 11.86, "elements": ["O", "C", "O", "H", "H", "C", "C", "H", "H", "H", "H", "H", "H"], "positions_angstrom": [[2.56341, -0.58452, 0.32394], [2.66888, -1.08615, -0.75727], [3.22356, -2.28446, -0.99503], [2.35867, -0.62602, -1.69700], [3.72831, -2.56888, -0.22050], [-2.06297, 0.15994, 0.51326], [-1.54653, 1.58424, 0.30698], [-1.84496, -0.20087, 1.51631], [-1.61797, -0.47492, -0.24448], [-3.14468, 0.14462, 0.42743], [-1.74230, 1.96124, -0.69709], [-2.09082, 2.27766, 0.96072], [-0.49261, 1.69813, 0.56273]]}

---

version c ends up most stable, edging out the next structure by 0.271 eV.

---

Version a
{"formula": "C3H8O2", "method": "ωB97M-V/def2-TZVPD", "lumo_ev": 0.70, "smiles": "C/C=C\\O.O", "homo_energy_ev": -8.45, "homo_lumo_gap_ev": 9.15, "elements": ["C", "C", "C", "O", "H", "H", "H", "H", "H", "H", "O", "H", "H"], "positions_angstrom": [[0.20738, 1.42981, 0.26805], [0.44786, 0.90996, 1.67139], [1.44383, 0.03690, 2.01540], [1.74749, -1.17419, 1.31922], [-0.50849, 2.18688, 0.04841], [0.15573, 0.52434, -0.37577], [1.08711, 1.93303, -0.09999], [-0.10832, 1.44315, 2.40877], [2.07458, 0.16502, 2.91261], [0.86552, -1.53278, 1.25449], [-2.36022, -2.20375, -3.46169], [-2.81340, -2.48075, -4.27669], [-2.23905, -1.23763, -3.68420]]}

---

Version b
{"formula": "C3H8O2", "method": "ωB97M-V/def2-TZVPD", "lumo_ev": 0.80, "smiles": "OCCCO", "homo_energy_ev": -10.08, "homo_lumo_gap_ev": 10.88, "elements": ["O", "C", "C", "C", "O", "H", "H", "H", "H", "H", "H", "H", "H"], "positions_angstrom": [[1.72449, 1.23562, -0.52057], [0.92637, 0.95308, 0.63780], [-0.45504, 0.40756, 0.38318], [-0.55378, -0.88516, -0.43966], [-1.83186, -1.23389, -0.87001], [2.14026, 0.37431, -0.95356], [1.55977, 0.29018, 1.13083], [1.00435, 1.92172, 1.28484], [-1.05090, 0.17244, 1.26553], [-1.04838, 1.18817, -0.18841], [-0.15994, -0.72402, -1.52093], [-0.06634, -1.72657, 0.11925], [-2.18900, -1.97344, -0.32828]]}

---

version b ends up most stable, edging out the next structure by 0.781 eV.